1.
The following is a quantum chemistry calculation of one molecule with the formula C4H7NO in a non-equilibrium geometry, from the Open Molecules 2025 dataset.

relative energy (zero: lowest compared OMol25 entry of this formula, charge and spin): 59.2 kcal/mol
SMILES: N#CCCCO
multiplicity: 1
Kohn-Sham gap: 10.8 eV

Geometry (Å):
N (-0.7077, -0.3308, -2.9237)
C (-0.0269, -0.2942, -1.9845)
C (0.7522, -0.2362, -0.7470)
C (0.3366, 0.9855, 0.0994)
C (-0.7322, 0.2335, 0.9108)
O (0.0022, -1.0056, 1.5191)
H (0.5449, -1.1080, 0.0687)
H (1.8148, -0.3374, -0.9137)
H (1.1462, 1.3326, 0.7470)
H (-0.0043, 1.8890, -0.4594)
H (-1.0933, 0.6879, 1.8122)
H (-1.5439, -0.0076, 0.1954)
H (-0.4916, -1.8366, 1.6657)

Cartesian forces (eV/Å) of the 6 atoms listed first:
0.8 0.1 1.0
-0.5 -0.4 -0.6
0.4 -0.8 0.3
0.0 -0.7 0.5
0.1 -0.9 1.0
-1.1 1.1 0.2

2.
The following is a quantum chemistry calculation of C34H39FN10O3Tl as an isolated structure in a non-equilibrium geometry, from the Open Molecules 2025 dataset.

relative energy (zero: lowest compared OMol25 entry of this formula, charge and spin): 36.8 kcal/mol
net charge: +3
multiplicity: 1
Kohn-Sham gap (alpha / beta): 5.3 / 5.1 eV

Geometry (Å):
Tl (13.3392, 5.7335, 9.2515)
F (13.7626, 5.0924, 16.4165)
C (13.5454, 6.3261, 15.8595)
C (13.2058, 6.4229, 14.5123)
C (13.0538, 7.6764, 14.0021)
C (12.7694, 7.8503, 12.5822)
O (12.7813, 6.8637, 11.7948)
C (12.5040, 9.1638, 12.0618)
C (12.7777, 10.2486, 12.9033)
N (12.9501, 10.0514, 14.2501)
C (13.1999, 11.2307, 15.1029)
C (12.2741, 12.3576, 14.8356)
C (12.1771, 11.6094, 16.1424)
C (13.1485, 8.7825, 14.7944)
C (13.4866, 8.6433, 16.1422)
C (13.6816, 7.4313, 16.7041)
N (14.0251, 7.4325, 18.1274)
C (15.4063, 7.0198, 18.3770)
C (15.7526, 7.5338, 19.7692)
N (14.5693, 7.4833, 20.7354)
C (13.4758, 6.5154, 20.3140)
C (12.9737, 6.7422, 18.8815)
C (12.0013, 9.4401, 10.6079)
O (12.5183, 10.5738, 10.2961)
O (11.1477, 8.7943, 9.9718)
H (13.1191, 5.5100, 13.9917)
H (12.9175, 11.2111, 12.5876)
H (14.2262, 11.4573, 15.2427)
H (11.4135, 12.1533, 14.1684)
H (12.6926, 13.3540, 14.8360)
H (11.2945, 10.9943, 16.3773)
H (12.5905, 12.1821, 16.9748)
H (13.5066, 9.5268, 16.7640)
H (16.0286, 7.4988, 17.6299)
H (15.5535, 5.9157, 18.3941)
H (16.0919, 8.5981, 19.7900)
H (16.4883, 6.8913, 20.1901)
H (14.1531, 8.4086, 20.6610)
H (14.8889, 7.3353, 21.7176)
H (12.7141, 6.4745, 21.0825)
H (13.9149, 5.5370, 20.3135)
H (12.0884, 7.3760, 18.8321)
H (12.6965, 5.7725, 18.4675)
C (17.2650, 7.9424, 7.3425)
C (16.2355, 7.0518, 7.7430)
N (15.2911, 7.3835, 8.6325)
C (15.3389, 8.6259, 9.1006)
C (16.2799, 9.5614, 8.7602)
C (17.2268, 9.2326, 7.8073)
C (16.4867, 10.8377, 9.3894)
C (16.5692, 11.2020, 10.6509)
C (16.5052, 10.5428, 11.9839)
C (16.6597, 11.3319, 13.1088)
C (16.6352, 10.7091, 14.3263)
N (16.3930, 9.3799, 14.4315)
C (16.2368, 8.7512, 13.2602)
N (16.1471, 9.2474, 12.0442)
H (18.1080, 7.6722, 6.6733)
H (16.2708, 6.0350, 7.3047)
H (14.6712, 8.9264, 9.8982)
H (17.8934, 10.0265, 7.4958)
H (16.7808, 11.6306, 8.6850)
H (16.7111, 12.2578, 10.6477)
H (16.8481, 12.3813, 12.9540)
H (16.7998, 11.1379, 15.3540)
H (16.1827, 7.6930, 13.3600)
C (7.5452, 8.8455, 6.9287)
N (7.7241, 7.9528, 8.1406)
C (7.6619, 8.8128, 9.3135)
N (6.4563, 9.7105, 9.3419)
C (6.4672, 10.5447, 8.0627)
N (6.3020, 9.6729, 6.9179)
C (5.1651, 8.7864, 7.1054)
N (5.2849, 7.9889, 8.2962)
C (6.5053, 7.1083, 8.2988)
C (5.2658, 8.8374, 9.5483)
H (7.5704, 8.2839, 5.9547)
H (8.3812, 9.5438, 6.9670)
H (8.5052, 9.5215, 9.2830)
H (7.6147, 8.4097, 10.2927)
H (7.3836, 11.0879, 8.1195)
H (5.6146, 11.2398, 8.0861)
H (5.0845, 8.1601, 6.2492)
H (4.2780, 9.4186, 7.2462)
H (6.5399, 6.4280, 7.4741)
H (6.4913, 6.4869, 9.2025)
H (5.3767, 8.2461, 10.4682)
H (4.2811, 9.3136, 9.6598)

Cartesian forces (eV/Å) of the 6 atoms listed first:
-0.1 0.2 0.2
-0.2 0.8 -0.5
0.1 -1.2 0.1
1.0 -0.8 2.9
-0.7 0.5 -1.7
-0.2 -2.1 -2.6

3.
The following is a quantum chemistry calculation of C33H25Cl3EuN2O2S4 as an isolated structure in a non-equilibrium geometry, from the Open Molecules 2025 dataset.

net charge: -1
multiplicity: 7
Kohn-Sham gap (alpha / beta): 6.5 / 6.7 eV

Geometry (Å):
Eu (-0.5800, -0.9211, 2.1946)
S (-3.1572, -1.3238, 1.4148)
C (-3.4170, -0.3144, -0.0095)
C (-4.2914, -0.7794, -1.0497)
C (-4.4990, 0.0693, -2.1639)
C (-3.8342, 1.2814, -2.2750)
C (-2.9553, 1.6778, -1.3162)
C (-2.7795, 0.9486, -0.1557)
S (-1.6969, 1.4743, 1.1729)
C (-0.2235, 2.0627, 0.2341)
C (1.0159, 2.0876, 1.0643)
C (2.1254, 2.6509, 0.5566)
C (3.2277, 2.7672, 1.3557)
C (3.1411, 2.2311, 2.6491)
C (1.9875, 1.5206, 3.0679)
C (1.9921, 0.8537, 4.3880)
S (1.7498, -0.9836, 4.1465)
C (0.8404, -1.3491, 5.6644)
C (1.3737, -2.1954, 6.6414)
C (0.6371, -2.4781, 7.7610)
C (-0.6238, -1.9769, 7.8879)
C (-1.1967, -1.2170, 6.9324)
C (-0.4945, -0.8793, 5.7457)
S (-1.3653, 0.1056, 4.5703)
N (0.9141, 1.4997, 2.2598)
H (-4.8738, -1.7667, -0.8864)
H (-5.3091, -0.2039, -2.8157)
H (-4.1617, 1.9868, -3.0939)
H (-2.4608, 2.6399, -1.3710)
H (-0.3913, 3.0558, -0.0948)
H (-0.0141, 1.3706, -0.5972)
H (2.2534, 2.9377, -0.4559)
H (4.1589, 3.1033, 0.9091)
H (3.8976, 2.1786, 3.4022)
H (1.0445, 1.1886, 4.8340)
H (2.8446, 1.1226, 5.0002)
H (2.4219, -2.6715, 6.6301)
H (1.1138, -3.1233, 8.5163)
H (-1.2104, -2.2950, 8.7595)
H (-2.2211, -0.8701, 7.0851)
Cl (-0.5583, -3.5362, 2.9726)
Cl (0.1255, 3.0934, -3.6283)
C (-0.8580, 1.7113, -4.2187)
C (-1.6993, 2.1048, -5.2564)
C (-2.4914, 1.2816, -5.9846)
C (-2.4295, -0.0656, -5.6167)
C (-1.6119, -0.4624, -4.5681)
Cl (-1.6867, -2.1133, -4.0056)
C (-0.7562, 0.3984, -3.8719)
N (0.0811, -0.2269, -2.9369)
C (1.4003, -0.4581, -3.1286)
C (2.1464, 0.0932, -4.1300)
C (3.4353, -0.2942, -4.4202)
C (4.0369, -1.2558, -3.6745)
C (3.2965, -1.9170, -2.6609)
C (1.9563, -1.5968, -2.4378)
C (1.1204, -2.3917, -1.4433)
C (0.6095, -1.4609, -0.3531)
O (1.3738, -1.0161, 0.5510)
O (-0.5820, -1.1569, -0.4753)
H (-1.7002, 3.1880, -5.4386)
H (-3.2079, 1.6783, -6.7032)
H (-3.0291, -0.8535, -5.9825)
H (-0.4086, -0.8616, -2.3025)
H (1.6713, 0.8701, -4.7706)
H (3.9862, 0.1198, -5.2472)
H (5.0754, -1.5324, -3.8266)
H (3.7038, -2.8318, -2.1472)
H (1.7453, -3.0920, -0.9756)
H (0.2722, -2.8818, -1.8775)

Cartesian forces (eV/Å) of the 6 atoms listed first:
0.6 -0.9 -0.5
-0.6 0.2 -0.3
-0.2 -0.6 -0.1
-0.1 0.4 0.4
-0.3 -1.1 1.6
-1.5 0.5 -2.0

4.
The following is a quantum chemistry calculation of C4H8O3 as an isolated structure in a non-equilibrium geometry, from the Open Molecules 2025 dataset.

relative energy (zero: lowest compared OMol25 entry of this formula, charge and spin): 173.0 kcal/mol
multiplicity: 1
Kohn-Sham gap: 9.7 eV

Geometry (Å):
C (-0.3010, -1.3514, 0.1407)
C (-0.2294, -0.3395, -0.8276)
C (-0.2910, 1.0520, -0.2290)
C (0.6242, 1.2780, 1.0060)
H (-0.3508, -2.2147, -0.1376)
H (-1.1261, -1.3584, 0.3905)
H (0.7487, -1.3662, 0.6367)
H (-0.9561, -0.4618, -1.4898)
H (1.1658, -1.2973, -2.0146)
H (0.2634, 1.8755, -1.1889)
H (-1.2487, 1.3640, -0.0340)
H (-1.0134, 0.2923, 2.2750)
O (0.8975, -0.2755, -1.6898)
O (0.1785, 0.7788, 2.1857)
O (1.6383, 2.0241, 0.9768)

Cartesian forces (eV/Å) of the 6 atoms listed first:
16.3 5.5 0.2
2.8 3.1 -1.2
5.0 2.2 -2.8
1.3 2.8 -0.9
0.4 -10.0 -4.8
-14.1 1.1 7.2

no.,E (eV)
1,-7797.078
2,-64315.998
3,-141945.754
4,-10413.502